Record 1
Entry from OMol25: a structure of composition C20H45LiN6O5P2SSi at a distorted geometry (ωB97M-V/def2-TZVPD).

```
81
Properties=species:S:1:pos:R:3:forces:R:3
H -2.704316 5.118672 -5.680063 -0.4082 0.2133 0.4700
H 2.962214 1.509445 -0.488163 0.7089 -0.4271 0.3704
H 1.612550 -1.845727 6.424593 -0.7129 0.4138 0.5600
H -0.702185 2.807114 -7.767109 0.8397 -0.2912 0.6938
H 0.262931 1.459491 5.804572 -0.0245 -0.1724 0.2489
N -4.504159 -1.519050 1.525909 0.4021 0.4188 -0.4634
H 0.491443 0.460735 -5.498302 1.4298 -0.7921 -2.2331
H 2.925500 -2.180206 5.441871 0.0164 0.3089 -0.3185
H -4.900696 0.192468 -1.219455 -0.4679 -0.1386 0.2738
C -4.108123 -0.973111 0.330651 1.5930 -0.0268 0.1970
C -3.690452 -1.140610 2.669661 0.3541 1.1426 -0.6188
H 0.201057 4.574233 -3.188376 -0.1333 0.2124 -0.5887
H 5.961152 -0.587554 0.230773 0.1308 0.1558 -0.3411
H 0.979891 -2.574731 -1.038527 0.3231 -0.4573 0.4830
H -3.594541 -1.953908 3.357148 0.0378 -0.4778 0.4886
H 1.629376 -4.181411 -0.593314 0.1384 -0.2170 -0.0905
H 2.466407 -0.478327 5.553847 -0.7267 -0.7537 -0.1157
O 1.447998 -0.224288 -0.135140 -2.6190 0.9012 -1.2444
H 1.281655 -3.684755 3.488221 -0.7074 -0.3143 0.0328
P 2.418297 -0.891383 0.694053 1.7198 -2.6815 2.7518
Si -0.698198 3.658764 -5.409690 0.2521 -1.3483 0.9691
C 1.323002 2.112090 3.121031 1.7866 -2.4804 0.9300
N 0.701245 0.902321 3.856800 1.6035 1.2279 -2.1217
H 1.879516 2.626914 3.919635 -0.4161 0.4155 -0.5092
H 1.101464 -3.617076 5.257328 0.0103 -0.1502 -0.3269
C 0.195100 0.679485 -4.550478 -5.3416 2.6767 3.3092
H -2.826569 3.813764 -6.835773 0.0006 -0.0731 -0.3684
H 2.592756 -2.927146 -1.503189 0.5855 -0.5211 -0.4059
H 2.125035 1.716768 2.411829 -1.1345 0.4470 1.0035
H 4.697351 1.708223 0.076661 -1.0306 -1.1921 -0.9973
S -2.248840 3.567558 -2.993213 -0.6546 0.8662 -0.6704
C 2.042378 -1.514086 5.494863 1.6342 0.0910 -0.4580
H 5.447138 0.154851 1.782746 -0.4940 -0.5517 -0.8827
H 4.163606 0.768071 -1.508910 0.4119 0.4422 1.0584
H -4.761208 -3.578248 1.732208 -0.2170 -0.0799 -0.2928
H 3.934196 -4.019066 1.097269 -0.2723 0.2857 0.0845
C 0.112460 2.834339 -6.988986 0.4335 1.5708 -0.7428
H 1.084550 5.187860 -4.652236 -0.2408 0.2433 0.4569
H 3.310095 -3.130011 2.517833 -0.5447 -0.3604 -1.1234
H 2.364663 -4.459231 1.720693 -0.4468 0.2330 -0.0495
C 5.159902 -0.568339 0.958269 -0.4122 0.6457 0.6762
O -2.906323 -0.600096 0.112190 -3.2830 -0.3349 0.7766
C -0.522252 1.953575 -4.325661 2.6092 0.5686 -3.6620
H -6.061270 -2.747602 0.788544 -0.1382 -0.1516 -0.4678
H 5.138215 -1.541346 1.396956 -0.1749 -0.7371 0.3677
H 0.991619 3.328081 -7.462971 -0.5511 0.0828 0.1532
O -1.190023 -1.039813 -1.577805 4.1397 0.4894 -0.1125
H -2.687500 -0.890869 2.241098 -0.7638 -0.0663 0.9161
H -5.460847 -1.490095 -1.347127 0.3133 0.3553 0.4635
H -0.236904 -1.295554 -3.654203 1.0646 -2.1285 -1.2532
P 0.843704 -0.578816 3.192878 -0.0833 -3.4389 -0.8030
H -5.981875 -2.627928 2.529579 -0.2966 0.1736 0.3544
C -0.311494 -0.260921 -3.665611 1.5859 -0.5668 1.4088
Li -0.564245 -0.063768 0.203628 -0.3261 -0.7259 -0.0065
C 3.945530 0.985131 -0.421722 -0.1855 1.7781 -1.0585
H -0.788476 0.178797 5.078990 0.1911 0.2731 0.2629
C 3.005582 -3.599245 1.532022 1.0010 1.2842 -0.0539
C -5.392972 -2.683586 1.626695 0.7846 0.6018 0.4089
C 0.739076 -3.209030 4.306605 0.7170 1.4536 0.4952
N 3.873851 -0.249121 0.310112 1.2272 -0.2846 0.8621
H 0.496575 1.861793 -6.734547 -0.2338 -0.4248 -0.1305
C 0.084094 4.978610 -4.205643 1.0058 -0.2708 -1.6669
C 1.882891 -3.139505 -0.722077 -0.4212 1.6821 1.0163
H 0.657150 2.709362 2.529193 -0.7469 0.2846 0.1562
H -0.507973 5.907944 -4.215618 0.2005 -0.4240 0.1300
O 2.259011 -0.583777 2.321171 -0.5470 0.2974 -0.6496
H -1.660614 5.267349 -7.110902 -0.7774 -1.6015 0.9349
C -0.247514 1.119685 4.903375 -1.1456 0.4734 0.4489
O -0.279677 -1.016848 2.293609 0.8160 0.6455 0.3453
N -1.456686 1.264640 -2.195793 2.5254 -3.0485 -0.5142
H -6.182517 -0.519426 -0.043751 0.6968 0.2255 -0.5184
H -0.340827 -3.288769 4.354502 -0.1384 -0.1852 -0.7020
N 1.169326 -1.774738 4.357457 -0.8036 1.5631 -0.0916
H -4.179863 -0.240714 3.169114 0.7343 -1.0493 -0.3989
C -1.266927 2.204018 -3.249207 -2.2262 -2.2711 4.9656
N 2.395933 -2.597355 0.594327 -0.3801 0.7338 0.0974
C -0.886326 -0.008895 -2.420202 -2.8243 5.5064 -1.7811
H -1.033218 1.889646 4.682208 0.6938 -0.5864 -0.2714
H -2.083120 -1.240988 -1.601060 -3.0252 -0.2381 0.3577
C -5.244802 -0.671508 -0.627773 0.0064 -0.4840 -0.5524
C -2.143918 4.506763 -6.360152 1.3526 1.1413 -0.3219
```
Forces are in eV/Å.

Properties
2S+1 = 1
E = -78143.2614 eV
Frontier orbital gap (alpha / beta) = 2.26 / 1.92 eV
Total charge = -2
LUMO (alpha / beta) = 4.092 / 4.029 eV

Atomic partial charges in e from the Mulliken method, atoms 1 to 5:
1 H 0.341
2 H 0.191
3 H 0.226
4 H 0.213
5 H 0.333

=====

Record 2
Entry from OMol25: an isolated molecule of C2H4N4O2 at a distorted geometry (ωB97M-V/def2-TZVPD).

```
12
Properties=species:S:1:pos:R:3:forces:R:3
H 1.296865 2.458548 0.110970 -0.3160 -0.5112 -0.2673
N -0.367332 -1.317486 0.381995 1.1759 2.4630 -2.5639
N 0.469053 0.612131 -0.433224 3.8892 2.5281 -0.9215
C -1.325165 -0.177837 0.112374 -11.9875 -12.6012 1.6468
O 2.055762 -1.135763 -0.136101 -4.0420 -0.9594 -0.2531
N 1.441481 1.458296 0.237464 -0.6390 -2.1408 1.7431
O -0.857433 0.869493 -0.057889 7.1758 10.6407 -1.4620
H 2.465867 -0.293928 -0.207996 1.4434 1.5294 -0.2864
H 1.459872 1.182780 1.290424 -0.2684 1.0148 -2.1419
H -2.951775 0.733898 -0.516354 0.5529 -2.3238 1.5536
N -2.717251 -0.229339 -0.020661 4.3121 0.8039 -0.4720
C 0.718646 -0.758222 -0.159731 -1.2965 -0.4435 3.4247
```
Forces are in eV/Å.

Properties
Structure (SMILES) = [H]/N=c1/nc(O)n(N)o1
2S+1 = 1
E = -12188.6727 eV
Frontier orbital gap = 9.04 eV
LUMO = 0.193 eV
Relative energy (zero: lowest compared OMol25 entry of this formula, charge and spin) = 4.815 eV

Atomic partial charges in e from the Mulliken method, atoms 1 to 5:
1 H 0.288
2 N -0.438
3 N 0.154
4 C 0.596
5 O -0.428

=====

Record 3
Entry from OMol25: a cluster of 3 separate species, C17H39BBr2O9P in total (ωB97M-V/def2-TZVPD).

```
69
Properties=species:S:1:pos:R:3:forces:R:3
O -5.085173 5.952020 3.355969 -0.0477 0.0377 -0.1248
C -2.401009 5.133976 1.756829 -0.0610 0.0971 0.0896
H -2.708178 6.528144 3.338484 -0.0788 -0.0624 0.0342
H 1.644784 -1.730508 0.110470 0.0047 -0.0247 0.0670
H -2.398445 4.881765 3.903407 0.0267 0.0457 -0.0170
C -6.221910 6.596752 2.821473 0.0437 -0.0486 0.0384
H -2.127846 5.909956 1.044036 0.0423 -0.0413 0.0050
H 8.891710 -4.025301 -2.952086 -0.0075 -0.0016 0.0005
H 3.562083 -1.370377 -1.728022 -0.0384 -0.0069 0.0175
C 5.108420 -4.702427 -3.729186 -0.0021 -0.0092 -0.0560
H 2.438594 -1.257620 -5.215058 -0.0031 0.0036 0.0032
C -1.360267 0.052109 1.872235 -0.0689 0.0570 0.0576
H -7.583160 5.077090 3.471807 -0.0833 0.0128 -0.0484
H 1.987383 -0.638224 -3.609637 0.0075 -0.0063 0.0125
H -1.149962 -4.888907 -1.944962 0.0088 0.0043 0.0072
C 8.590972 -3.577448 -3.906749 0.0240 0.0068 -0.0651
Br -1.026145 3.737210 1.340752 0.0337 -0.0429 -0.0608
H -5.964615 7.110679 1.881675 -0.0521 0.0831 0.0407
O -1.229060 -1.113908 2.679367 0.2127 -0.0169 -0.0897
H -0.897069 -1.711786 4.582575 -0.0017 0.0032 0.0032
H -1.780552 -0.171700 4.444876 -0.0076 0.0042 -0.0208
H -1.945360 -1.134210 0.181760 0.0108 -0.0033 0.0144
O -3.549061 3.124055 4.710682 -0.0956 -0.0106 0.2413
H -0.034643 -0.221519 4.121848 0.0035 -0.0015 -0.0104
H -3.648741 2.712738 5.578128 0.0715 0.0250 -0.2073
C 6.595707 -4.806479 -3.981119 0.0288 -0.0402 -0.0071
C -0.973445 -0.780877 4.021310 -0.1172 -0.0008 0.0498
H -0.571112 0.772964 2.117794 0.0199 -0.0227 -0.0093
O -6.313511 4.475375 1.946987 0.3189 0.1917 0.2415
C 0.559331 -1.835456 0.199514 0.0409 -0.0296 0.0170
P -5.060973 3.208232 3.995004 0.0120 0.0991 0.1373
Br -4.933054 1.374624 2.619557 -0.0575 -0.1306 -0.0478
H 4.663121 -3.965955 -4.402385 0.0203 0.0150 0.0185
O 4.776510 -4.435116 -2.379015 0.0257 -0.0074 0.0035
H 1.602272 -2.316060 -4.052594 0.0085 -0.0023 -0.0021
H 0.324019 -2.171528 1.212850 -0.0426 0.0167 -0.0169
H -4.207749 5.190343 0.612510 -0.0003 -0.0197 0.0180
C -3.813210 4.615405 1.460101 0.0161 -0.0786 0.1198
H 5.724148 -2.581405 -2.353408 -0.0139 -0.0095 -0.0227
H 2.702156 -2.876425 -2.116595 0.0261 -0.0198 0.0227
H -2.325095 0.531926 2.071947 0.0688 0.0370 0.0219
C 3.597443 -2.282357 -2.340527 -0.0615 0.0667 -0.0122
O -1.174740 -3.345686 -0.553895 -0.0411 0.1590 -0.0195
C -1.735103 -4.004076 -1.660482 0.0069 -0.0656 0.0157
H -3.762681 3.583871 1.104553 -0.0148 0.0469 -0.0267
H 8.961418 -2.555277 -3.953127 0.0049 -0.0046 0.0009
H -7.980574 5.691067 1.841318 0.0489 0.0061 -0.0299
H 6.756774 -5.327360 -4.936663 0.0390 -0.0111 0.0069
H -6.616754 7.326916 3.534829 -0.0040 -0.0299 0.0073
H 0.837370 -3.728577 -0.759666 0.0074 -0.0014 -0.0527
C -7.159853 5.441365 2.522055 -0.0446 -0.0366 0.0653
H 9.046736 -4.156909 -4.719591 -0.0134 -0.0040 -0.0051
H 7.053620 -5.407039 -3.183941 -0.0120 0.0022 0.0081
H -1.800141 -3.338442 -2.529953 0.0034 0.0049 0.0036
C 0.135157 -2.881070 -0.808649 0.0508 -0.0854 -0.0170
H 4.883902 -3.106354 -0.881117 0.0379 0.0121 -0.0037
O 7.191281 -3.525117 -4.028808 -0.0464 0.0110 0.1199
C -1.284121 -0.294129 0.407916 -0.0752 0.0064 0.0415
H -1.622254 0.581001 -0.148358 -0.0084 -0.0163 -0.0151
H 0.195663 -2.444227 -1.815478 -0.0226 0.0027 0.0020
C 4.828032 -3.075884 -1.971032 -0.0004 0.0684 0.0180
C 2.343600 -1.515321 -4.161976 0.0013 0.0904 -0.0003
H 4.673760 -5.681254 -3.944457 -0.0326 0.0234 -0.0340
C -2.115628 5.629074 3.163531 0.0421 -0.0184 -0.0530
B -4.970422 4.675209 2.609135 -0.1540 -0.1382 -0.3869
O 3.613204 -1.932479 -3.712302 -0.0030 -0.1654 -0.0129
O 0.038688 -0.550384 -0.061521 0.0090 -0.0220 -0.0539
H -1.058052 5.871147 3.285135 -0.0160 -0.0016 -0.0372
H -2.738187 -4.319835 -1.380062 0.0017 -0.0024 -0.0050
```
Forces are in eV/Å.

Properties
2S+1 = 1
E = -186740.7914 eV
Frontier orbital gap = 6.26 eV
Total charge = -1
LUMO = 2.109 eV

Atomic partial charges in e from the Mulliken method, atoms 1 to 5:
1 O -0.487
2 C 0.300
3 H 0.244
4 H 0.381
5 H 0.176

=====

Record 4
Entry from OMol25: an isolated molecule of C6H10S at a distorted geometry (ωB97M-V/def2-TZVPD).

```
17
Properties=species:S:1:pos:R:3:forces:R:3
H 0.565751 -0.316369 -1.732492 -0.6968 -0.4375 -0.7146
H -0.910115 -2.559076 -1.023285 -0.3662 -0.9060 0.5738
C -1.766445 -1.996494 -1.382967 6.4110 4.0029 0.7603
H 0.239545 -0.170268 2.213133 -0.0551 1.5511 -1.0964
C 1.610741 0.624634 -0.033998 1.6937 -0.2880 0.2484
H 2.364602 0.960789 -0.762890 -0.3659 0.4111 0.2301
H -2.523960 -2.549659 -1.686477 -3.4243 -2.2197 -1.7321
H -1.108652 -1.390192 -2.106452 -2.1226 -0.9039 -0.0543
H 0.370586 2.538152 0.396230 1.4361 -2.1668 0.8405
C -0.064754 0.689222 1.505247 -4.7149 -0.2886 -0.1247
H -1.015404 1.254577 1.977917 2.2347 -1.2853 -0.6661
C 0.973643 1.649372 0.936985 -1.2535 1.2128 0.3404
H 2.276302 -0.148667 0.633344 -1.9829 1.3224 -1.4915
H 1.468599 2.170478 1.809038 0.4037 -0.8969 -1.2297
C -0.619326 0.015771 0.121530 -1.2521 -0.4640 1.7506
C 0.334500 0.048476 -0.763374 3.9504 0.5731 1.3365
S -2.195613 -0.820747 -0.101492 0.1046 0.7834 1.0288
```
Forces are in eV/Å.

Properties
Structure (SMILES) = CSC1=CCCC1
2S+1 = 1
E = -17216.7477 eV
Frontier orbital gap = 9.18 eV
LUMO = 1.000 eV
Relative energy (zero: lowest compared OMol25 entry of this formula, charge and spin) = 2.876 eV

Atomic partial charges in e from the Mulliken method, atoms 1 to 5:
1 H 0.304
2 H 0.333
3 C -0.893
4 H 0.249
5 C -0.653